Record 1
89
Properties=species:S:1:pos:R:3:forces:R:3 method="wB97M-V/def2-TZVPD" charge=-1 relative_energy_ev=1.6950 gap_ev=5.37
Ti 0.30992 0.50304 -0.80369 0.1 0.5 0.1
C 0.77391 2.66593 1.78937 -0.2 0.0 0.0
N 0.20994 2.46438 0.46430 0.1 0.0 -0.1
C -0.51722 3.40148 -0.02552 0.0 -0.1 0.0
C -0.90307 3.26341 -1.38344 -0.1 0.1 0.0
C -1.57139 4.08867 -2.27706 0.1 -0.1 -0.1
C -1.43380 3.46785 -3.53155 0.0 0.1 0.0
C -0.69742 2.31011 -3.32214 0.2 -0.1 0.1
N -0.38752 2.15836 -2.01377 -0.1 0.0 -0.2
C 1.93085 3.64026 1.81052 0.0 0.0 0.1
C 2.53918 4.10659 0.65475 -0.1 0.0 0.0
C 3.63156 4.96185 0.72952 0.0 0.0 0.0
C 4.12627 5.36058 1.95884 0.0 0.0 0.0
C 3.51755 4.90480 3.12190 0.0 0.0 0.0
C 2.42784 4.05582 3.04551 0.0 -0.1 0.0
H 1.11228 1.70133 2.16374 0.0 0.0 0.1
H -0.00108 3.01828 2.48146 0.0 0.0 0.0
H -0.78006 4.29292 0.54735 0.0 0.0 0.0
H -2.05636 5.02451 -2.04804 0.0 0.0 0.0
H -1.79226 3.82845 -4.48229 0.0 0.0 0.0
H -0.32458 1.59671 -4.04000 0.0 0.0 0.0
H 2.16287 3.79776 -0.31081 0.0 0.0 0.0
H 4.10077 5.30861 -0.18261 0.0 0.0 0.0
H 4.98037 6.02362 2.01445 0.0 0.0 0.0
H 3.89529 5.21126 4.08921 0.0 0.0 0.0
H 1.95787 3.69450 3.95375 0.0 0.0 0.0
Cl 0.85800 -2.80280 -0.58964 0.5 -0.4 0.0
C 0.94047 -4.03894 -2.07165 -0.2 0.4 -0.2
Cl 1.46823 -0.03214 -2.75251 0.0 -0.2 0.1
H 0.13924 -3.60562 -2.71787 0.2 0.0 0.1
H 1.84673 -3.66190 -2.57987 0.0 -0.1 0.2
C -2.47025 1.34411 2.63082 0.0 -0.1 -0.1
Si -2.39060 0.15775 1.16532 0.0 -0.1 -0.1
C -3.32101 -1.44718 1.57827 0.0 0.1 0.0
C -3.32209 0.96740 -0.25434 0.0 0.0 0.1
N -0.71401 -0.16584 0.75731 0.2 0.2 -0.1
C 0.14709 -0.63762 1.76286 -0.1 -0.1 0.0
C -0.28011 -1.23880 2.94384 0.1 0.0 0.0
C 0.63125 -1.71093 3.88128 0.0 0.0 0.0
C 1.98490 -1.59432 3.63050 0.0 0.0 0.1
C 2.42723 -0.98907 2.46103 0.0 -0.1 0.0
C 1.53184 -0.48477 1.51970 0.1 -0.2 0.0
N 1.89196 0.16694 0.32859 -0.4 0.0 -0.2
Si 3.61552 0.38889 -0.01818 -0.1 0.1 -0.1
C 4.39472 -1.27467 -0.41906 0.0 0.2 0.0
C 4.45550 1.21438 1.47637 0.1 0.0 -0.1
C 3.95360 1.55061 -1.45627 0.1 -0.1 0.1
H -3.47362 1.34252 3.06358 0.0 0.0 0.0
H -2.25775 2.36133 2.29421 0.0 0.0 0.0
H -1.75798 1.09123 3.41608 0.0 0.0 0.0
H -4.08537 -1.64320 0.82237 0.0 0.0 0.0
H -3.82581 -1.38013 2.54544 0.0 0.0 0.0
H -2.66378 -2.31652 1.61416 0.0 0.0 0.0
H -4.11474 1.58594 0.17950 0.0 0.0 0.0
H -3.79718 0.22038 -0.89245 0.0 0.0 0.0
H -2.72751 1.61286 -0.89954 0.1 0.0 0.0
H -1.33597 -1.36491 3.13808 0.0 0.0 0.0
H 0.27142 -2.18454 4.78601 0.0 0.0 0.0
H 2.71249 -1.98050 4.33360 0.0 0.0 0.0
H 3.49007 -0.93506 2.28824 0.1 0.0 -0.1
H 4.75008 -1.81403 0.45839 0.0 0.0 0.1
H 5.24595 -1.12293 -1.08848 0.0 0.0 0.0
H 3.66337 -1.90414 -0.93032 0.0 0.0 0.0
H 5.32512 0.63144 1.79369 0.0 0.0 0.0
H 3.80343 1.32411 2.34206 -0.1 0.0 0.0
H 4.80631 2.21297 1.20470 0.0 0.0 0.0
H 3.85406 1.05758 -2.41977 0.0 0.0 0.0
H 4.99267 1.87524 -1.33134 0.0 0.0 0.0
H 3.32808 2.44209 -1.47467 0.0 0.0 0.0
N -4.67227 -8.79293 -1.20323 0.0 0.0 0.0
C -4.32170 -7.71102 -1.37509 -0.1 -0.3 0.0
C -3.89199 -6.36251 -1.59526 0.1 0.2 0.0
C -2.56698 -6.00522 -1.32756 -0.2 0.0 -0.1
C -2.14610 -4.70660 -1.54201 -0.3 0.2 0.0
C -3.07368 -3.77185 -2.00436 0.0 -0.3 -0.1
C -4.38813 -4.12156 -2.29018 0.1 0.1 0.1
C -4.80092 -5.42431 -2.08602 0.1 0.0 0.0
N -2.62994 -2.44680 -2.21022 -0.1 0.2 0.2
C -2.86224 -1.60217 -3.27743 0.1 0.0 -0.2
C -2.06047 -0.52584 -3.07545 0.1 -0.1 -0.2
N -1.34987 -0.68237 -1.90434 -0.4 0.1 0.5
C -1.75614 -1.82762 -1.39909 0.3 0.1 -0.1
H -1.86094 -6.74737 -0.98295 0.0 0.0 0.0
H -1.09758 -4.43644 -1.41705 0.0 -0.2 0.1
H -5.08439 -3.37342 -2.64562 0.0 0.0 0.0
H -5.82171 -5.71178 -2.29488 0.0 0.0 0.0
H -3.49398 -1.88645 -4.09996 0.0 0.1 0.0
H -1.92673 0.32986 -3.70673 -0.1 0.0 0.0
H -1.39753 -2.26179 -0.48633 -0.1 0.0 0.0

---

Record 2
93
Properties=species:S:1:pos:R:3:forces:R:3 method="wB97M-V/def2-TZVPD" relative_energy_ev=1.7607 gap_ev=7.75
Sn -0.08191 -1.49063 0.18503 -1.0 -0.8 0.8
O 0.00336 -0.82749 4.24907 0.1 0.0 0.4
C -0.81988 -0.58454 3.38496 0.3 0.1 0.1
O -0.98179 -1.24589 2.29851 0.0 -0.8 -0.8
C -1.75951 0.58386 3.53398 0.0 0.0 -0.1
C -2.03338 1.04861 4.81413 0.0 -0.1 0.1
C -2.93778 2.07276 5.00437 0.0 0.0 0.0
C -3.56202 2.64457 3.90502 -0.2 0.1 0.0
C -3.27558 2.20814 2.62583 0.0 -0.1 -0.1
C -2.35911 1.17659 2.42279 0.2 -0.1 0.2
P -1.98613 0.62039 0.71988 -0.6 0.4 -0.3
C -3.60220 -0.11946 0.31523 0.1 0.0 -0.3
C -4.00745 -1.17535 1.13207 0.1 0.1 0.0
C -5.13870 -1.90197 0.82088 -0.1 -0.1 0.0
C -5.86973 -1.59519 -0.31477 -0.1 0.0 -0.1
C -5.48418 -0.53714 -1.11828 -0.1 0.0 -0.1
C -4.35410 0.20220 -0.81025 0.1 0.0 0.1
C -1.78630 2.18640 -0.20339 0.2 -0.2 0.1
C -1.71994 2.15925 -1.59723 -0.2 -0.1 0.0
C -1.23818 3.24429 -2.30475 0.0 0.1 -0.1
C -0.77275 4.36382 -1.63419 0.0 0.1 0.0
C -0.79268 4.38704 -0.24975 0.1 0.1 0.0
C -1.29112 3.30809 0.45804 -0.1 0.0 0.1
H -1.52980 0.57116 5.64480 0.0 0.0 0.0
H -3.17135 2.42307 6.00054 0.0 0.0 0.0
H -4.28071 3.43963 4.04597 0.0 0.0 0.0
H -3.76182 2.67329 1.77611 0.0 0.0 0.0
H -3.42261 -1.42463 2.00551 0.0 -0.1 0.1
H -5.45054 -2.71708 1.45889 0.0 0.0 0.0
H -6.74519 -2.17350 -0.56892 -0.1 -0.1 0.0
H -6.06205 -0.28614 -1.99621 0.0 0.0 -0.1
H -4.07561 1.03271 -1.44021 0.0 0.1 -0.1
H -2.02948 1.27872 -2.14386 0.0 0.0 0.0
H -1.19811 3.20754 -3.38427 0.0 0.0 -0.1
H -0.38407 5.21038 -2.18501 0.0 0.0 0.0
H -0.39970 5.24222 0.28421 0.0 0.0 0.0
H -1.27507 3.33376 1.54000 0.0 0.0 0.0
Cl -5.44373 -3.84888 -4.72600 -0.1 0.0 -0.1
C -4.35303 -3.62803 -3.41962 0.1 0.1 0.0
C -3.35806 -2.65707 -3.48759 -0.2 -0.1 0.0
Cl -3.22672 -1.66267 -4.88251 0.0 0.1 -0.1
C -2.47132 -2.49774 -2.43668 -0.4 -0.4 0.1
Cl -1.24417 -1.31263 -2.50445 0.5 0.5 -0.3
C -2.51669 -3.29078 -1.27534 -0.4 -0.1 -0.6
O -1.66632 -3.17963 -0.32057 1.1 0.9 1.1
C -3.55352 -4.25115 -1.23560 0.1 0.1 0.1
Cl -3.67167 -5.21809 0.17515 0.1 -0.1 0.2
C -4.44960 -4.41769 -2.27602 0.1 0.1 -0.1
Cl -5.68571 -5.60269 -2.16723 -0.1 -0.1 0.0
C 3.66462 -4.58454 -1.79644 0.0 0.3 0.0
N 2.54931 -5.17985 -1.09812 0.1 -0.3 0.0
C 1.50732 -4.42561 -0.68349 0.3 0.0 -0.1
N 0.53433 -5.05046 0.00311 -0.4 -0.1 0.4
O 1.47052 -3.21186 -0.92597 -0.1 0.2 -0.1
H 4.26585 -5.37654 -2.23612 0.0 0.0 0.0
H 4.28049 -3.97471 -1.13130 0.0 0.0 0.0
H 3.27263 -3.93671 -2.58042 0.2 -0.1 0.0
H 2.65743 -6.10941 -0.73188 -0.1 0.0 0.0
H 0.49564 -6.05246 0.04618 0.0 0.0 0.0
H -0.33193 -4.53308 0.11756 -0.1 -0.2 -0.1
C 5.41317 0.80292 -2.06065 -0.5 0.5 -0.3
Si 4.23412 2.19520 -2.61386 0.2 -0.1 0.0
C 5.28177 3.69880 -3.14686 -0.5 -0.5 0.2
C 3.12437 1.64810 -4.05904 0.4 0.2 0.6
C 3.08635 2.60685 -1.14818 0.0 -0.5 -0.5
Te 1.86356 0.86701 -0.59620 0.9 1.2 -0.1
C 1.51744 1.60376 1.40949 0.4 -0.6 0.2
Si 2.79134 0.96666 2.68167 0.4 -0.2 0.0
C 2.31384 1.58803 4.41309 0.1 -0.2 -0.6
C 4.52016 1.61631 2.20220 -0.7 -0.1 0.2
C 2.81772 -0.93186 2.61394 -0.2 0.6 0.0
H 6.10746 0.52839 -2.84765 0.1 0.0 -0.2
H 4.85181 -0.08371 -1.78100 -0.1 -0.2 0.1
H 6.00142 1.10773 -1.20038 0.1 0.1 0.2
H 5.94908 3.41660 -3.95442 0.1 -0.1 -0.2
H 5.89565 4.07698 -2.33707 0.1 0.0 0.2
H 4.66611 4.51534 -3.50636 -0.2 0.2 -0.1
H 3.70011 1.30589 -4.91192 0.2 -0.1 -0.2
H 2.49636 2.46686 -4.39449 -0.1 0.2 0.0
H 2.47035 0.84022 -3.74433 -0.1 -0.2 0.0
H 2.42262 3.43638 -1.37528 -0.2 0.0 0.0
H 3.66254 2.86443 -0.26651 0.1 -0.1 0.2
H 0.52691 1.25478 1.69594 -0.2 0.0 0.1
H 1.47239 2.68668 1.35088 0.0 0.1 -0.1
H 2.21670 2.66995 4.45510 0.0 0.2 -0.1
H 3.05648 1.29150 5.14667 0.2 -0.1 0.1
H 1.36689 1.14830 4.71039 -0.2 -0.1 0.0
H 4.55600 2.70040 2.22423 0.0 0.3 0.0
H 4.81012 1.29127 1.20731 0.0 -0.1 -0.2
H 5.26830 1.25432 2.90048 0.1 -0.1 0.2
H 1.92828 -1.32220 3.10058 -0.2 -0.1 0.1
H 3.67395 -1.33971 3.14000 0.3 0.0 0.1
H 2.84815 -1.30940 1.59089 0.1 0.1 -0.1